Here is a 3-piece molecular cluster, C12H31BrN3O12PS3 overall from OMol25. Energies are from ωB97M-V with the def2-TZVPD basis set.

Results
SMILES	NC(N)(N)C[C@]1(P(=O)(O)O)OS(=O)(=O)CC[C@H]1Br.CCOS(C)(=O)=O.CCOS(C)(=O)=O
E	-5652.982653	Eh
largest force on an atom	0.0245	Eh/bohr

Cartesian coordinates (Å):
N (2.141, 1.376, 2.432)
C (2.819, 0.328, 1.686)
N (3.202, 0.748, 0.342)
N (4.074, 0.073, 2.409)
C (1.986, -0.982, 1.665)
C (0.481, -0.815, 1.333)
P (0.096, -2.381, 0.401)
O (0.572, -2.275, -0.977)
O (-1.463, -2.639, 0.601)
O (0.868, -3.538, 1.201)
O (0.375, 0.305, 0.437)
S (-1.050, 0.716, -0.170)
O (-0.983, 2.126, -0.387)
O (-1.403, -0.081, -1.296)
C (-2.232, 0.348, 1.098)
C (-1.683, 0.124, 2.503)
C (-0.289, -0.516, 2.635)
Br (-0.416, -2.122, 3.756)
H (1.704, 2.049, 1.817)
H (2.836, 1.867, 2.977)
H (2.594, 1.486, 0.018)
H (3.078, -0.017, -0.310)
H (3.883, -0.382, 3.293)
H (4.670, -0.525, 1.853)
H (2.068, -1.473, 2.628)
H (2.456, -1.633, 0.930)
H (-1.721, -3.525, 0.319)
H (0.395, -4.373, 1.175)
H (-2.845, 1.246, 1.107)
H (-2.852, -0.462, 0.731)
H (-1.671, 1.063, 3.050)
H (-2.393, -0.512, 3.024)
H (0.327, 0.144, 3.231)
O (3.059, 6.583, -3.099)
S (3.194, 5.405, -2.298)
O (3.550, 5.525, -0.918)
O (4.206, 4.415, -3.019)
C (5.497, 4.942, -3.400)
C (6.443, 5.079, -2.224)
C (1.761, 4.400, -2.443)
H (5.357, 5.891, -3.919)
H (5.882, 4.223, -4.119)
H (6.105, 5.845, -1.528)
H (7.435, 5.354, -2.584)
H (6.512, 4.140, -1.677)
H (1.517, 4.287, -3.495)
H (0.955, 4.906, -1.917)
H (1.962, 3.438, -1.982)
O (-6.459, -4.096, 1.388)
S (-5.549, -4.701, 0.467)
O (-4.141, -4.528, 0.658)
O (-5.927, -4.252, -1.004)
C (-6.051, -2.829, -1.257)
C (-4.710, -2.132, -1.364)
C (-5.911, -6.411, 0.290)
H (-6.679, -2.385, -0.484)
H (-6.592, -2.770, -2.199)
H (-4.186, -2.124, -0.409)
H (-4.858, -1.100, -1.682)
H (-4.070, -2.632, -2.090)
H (-6.976, -6.525, 0.116)
H (-5.620, -6.892, 1.221)
H (-5.330, -6.806, -0.539)

***

Here is a 4-piece molecular cluster, C12H31N4O3P overall from OMol25. Energies are from ωB97M-V with the def2-TZVPD basis set.

Results
SMILES	[H]/N=C(\C)C[PH4].CN(C)C=O.CN(C)C=O.CN(C)C=O
E	-1261.808467	Eh
largest force on an atom	0.0113	Eh/bohr

Cartesian coordinates (Å):
C (4.363, -1.604, -2.425)
C (5.040, -0.250, -2.358)
N (6.030, 0.070, -3.097)
C (4.589, 0.719, -1.319)
P (5.910, 0.879, 0.142)
H (3.804, -1.693, -3.355)
H (5.098, -2.405, -2.368)
H (3.659, -1.737, -1.606)
H (6.267, -0.701, -3.720)
H (4.473, 1.692, -1.795)
H (3.638, 0.410, -0.889)
H (5.874, 2.291, 0.012)
H (5.025, 0.285, 1.055)
H (6.797, 0.045, -0.590)
H (6.933, 1.019, 1.181)
C (1.764, 0.545, 1.243)
O (2.718, 0.369, 1.983)
N (0.650, -0.198, 1.242)
C (-0.457, 0.057, 0.336)
C (0.529, -1.306, 2.176)
H (1.741, 1.356, 0.494)
H (-1.370, 0.254, 0.896)
H (-0.626, -0.811, -0.305)
H (-0.240, 0.916, -0.294)
H (0.614, -0.953, 3.204)
H (1.318, -2.040, 2.003)
H (-0.450, -1.752, 2.024)
C (-3.789, 2.233, -0.021)
O (-3.099, 1.490, -0.693)
N (-3.355, 3.373, 0.544)
C (-4.224, 4.222, 1.334)
C (-1.967, 3.761, 0.351)
H (-4.853, 2.026, 0.186)
H (-4.298, 5.216, 0.890)
H (-3.844, 4.319, 2.353)
H (-5.220, 3.786, 1.376)
H (-1.749, 3.880, -0.710)
H (-1.299, 2.998, 0.752)
H (-1.785, 4.701, 0.865)
C (-2.584, -3.106, 0.920)
O (-2.646, -2.502, 1.976)
N (-3.566, -3.135, 0.004)
C (-3.442, -3.871, -1.238)
C (-4.783, -2.388, 0.274)
H (-1.690, -3.679, 0.617)
H (-3.526, -3.196, -2.092)
H (-4.221, -4.631, -1.313)
H (-2.472, -4.362, -1.276)
H (-4.556, -1.329, 0.401)
H (-5.255, -2.748, 1.188)
H (-5.469, -2.513, -0.560)

***

Here is a 4-piece molecular cluster, C12H32BFNO11S3 overall from OMol25. Energies are from ωB97M-V with the def2-TZVPD basis set.

Results
E	-2678.087733	Eh
total charge	-1
largest force on an atom	0.0709	Eh/bohr

Cartesian coordinates (Å):
N (-4.224, -3.808, 0.213)
C (-4.354, -2.361, -0.206)
C (-5.890, -1.817, -0.378)
F (-5.732, -0.393, -0.754)
C (-6.996, -2.056, 0.808)
O (-8.197, -2.199, -0.081)
B (-7.701, -3.270, -1.017)
O (-6.407, -2.666, -1.472)
H (-4.932, -4.431, -0.235)
H (-4.278, -3.819, 1.257)
H (-3.850, -2.277, -1.285)
H (-3.753, -1.630, 0.486)
H (-7.179, -1.238, 1.625)
H (-6.835, -3.053, 1.436)
H (-7.634, -4.197, -0.295)
H (-8.360, -3.538, -1.952)
O (-1.017, -1.193, 0.861)
S (-0.640, 0.203, 0.806)
O (0.521, 0.658, 0.071)
O (-0.563, 0.792, 2.323)
C (0.256, 0.127, 3.272)
C (1.723, 0.456, 3.066)
C (-2.044, 1.148, 0.271)
H (0.085, -0.955, 3.245)
H (-0.052, 0.477, 4.263)
H (2.091, 0.036, 2.125)
H (2.330, 0.046, 3.878)
H (1.875, 1.539, 3.018)
H (-2.916, 0.849, 0.855)
H (-2.212, 0.935, -0.787)
H (-1.829, 2.209, 0.407)
O (-0.784, 1.523, -2.917)
S (0.266, 2.071, -3.747)
O (0.647, 3.466, -3.685)
O (-0.025, 1.677, -5.301)
C (-1.285, 2.011, -5.865)
C (-1.359, 3.485, -6.220)
C (1.726, 1.083, -3.538)
H (-2.101, 1.724, -5.193)
H (-1.395, 1.418, -6.779)
H (-1.349, 4.107, -5.320)
H (-2.278, 3.704, -6.771)
H (-0.499, 3.781, -6.828)
H (1.458, 0.030, -3.635)
H (2.126, 1.279, -2.540)
H (2.459, 1.370, -4.294)
O (5.882, 1.052, 4.863)
S (5.902, 0.955, 3.419)
O (4.885, 0.236, 2.683)
O (7.367, 0.424, 2.943)
C (7.868, -0.784, 3.497)
C (7.216, -1.998, 2.860)
C (6.029, 2.591, 2.743)
H (7.746, -0.794, 4.585)
H (8.943, -0.809, 3.293)
H (6.155, -2.057, 3.123)
H (7.700, -2.918, 3.197)
H (7.275, -1.942, 1.769)
H (6.829, 3.126, 3.258)
H (5.075, 3.099, 2.905)
H (6.234, 2.518, 1.674)

***

Here is C12H32IO4Zn as an isolated structure from OMol25. Energies are from ωB97M-V with the def2-TZVPD basis set.

Results
relative energy (zero: lowest compared OMol25 entry of this formula, charge and spin)	166.8	kcal per mole
E	-2853.994108	Eh
total charge	+1
largest force on an atom	0.0499	Eh/bohr

Cartesian coordinates (Å):
Zn (0.985, -0.982, -1.068)
I (3.836, -2.996, -2.167)
C (4.005, 3.548, -0.293)
C (3.439, 2.331, 0.508)
C (3.059, 2.763, 1.934)
O (2.292, 1.985, -0.189)
H (3.385, 4.442, -0.224)
H (4.167, 3.325, -1.348)
H (4.984, 3.759, 0.138)
H (4.125, 1.493, 0.630)
H (3.919, 3.100, 2.513)
H (2.649, 1.960, 2.546)
H (2.359, 3.598, 1.945)
H (1.905, 2.859, -0.279)
C (-4.407, 0.926, 0.103)
C (-2.990, 1.002, 0.780)
C (-3.192, 0.780, 2.339)
O (-2.126, -0.024, 0.324)
H (-4.339, 1.114, -0.969)
H (-5.037, 1.758, 0.417)
H (-4.941, -0.004, 0.294)
H (-2.579, 1.978, 0.524)
H (-3.775, 1.594, 2.769)
H (-2.258, 0.701, 2.895)
H (-3.783, -0.126, 2.478)
H (-2.680, -0.797, 0.453)
C (1.099, -4.428, 3.355)
C (0.724, -2.912, 3.460)
C (1.023, -2.311, 4.870)
O (1.484, -2.229, 2.486)
H (0.884, -4.825, 2.363)
H (0.599, -5.023, 4.120)
H (2.175, -4.537, 3.493)
H (-0.342, -2.843, 3.243)
H (0.345, -2.729, 5.615)
H (0.891, -1.229, 4.872)
H (2.039, -2.541, 5.193)
H (2.380, -2.356, 2.808)
C (-1.954, 0.967, -5.003)
C (-1.427, -0.390, -4.780)
C (-1.191, -1.336, -5.995)
O (-0.185, -0.189, -4.131)
H (-1.438, 1.490, -5.809)
H (-1.885, 1.665, -4.168)
H (-3.020, 0.991, -5.229)
H (-2.155, -0.916, -4.162)
H (-0.790, -2.309, -5.710)
H (-0.541, -0.853, -6.725)
H (-2.125, -1.552, -6.513)
H (0.406, 0.308, -4.702)

***

Here is C12H32Li3N2O2 as an isolated structure from OMol25. Energies are from ωB97M-V with the def2-TZVPD basis set.

Results
E	-758.913745	Eh
total charge	+1
largest force on an atom	0.0468	Eh/bohr

Cartesian coordinates (Å):
Li (-1.561, -0.820, 0.912)
Li (0.688, 0.353, 1.917)
Li (-0.524, -1.756, 3.209)
O (0.455, -1.472, 1.420)
H (1.036, -2.064, 0.958)
O (-0.029, 0.171, 3.722)
H (0.685, 0.713, 4.047)
C (3.932, 0.707, 2.688)
C (3.567, 0.778, 1.224)
N (2.330, 1.522, 0.959)
C (2.350, 2.930, 1.337)
C (0.985, 3.585, 1.576)
C (1.830, 1.339, -0.435)
C (2.820, 1.633, -1.546)
H (4.664, 1.435, 3.028)
H (4.356, -0.272, 2.924)
H (3.036, 0.761, 3.315)
H (4.421, 1.211, 0.685)
H (3.387, -0.216, 0.811)
H (2.893, 2.928, 2.288)
H (2.909, 3.564, 0.637)
H (0.642, 3.933, 0.598)
H (0.248, 2.919, 2.030)
H (1.055, 4.450, 2.230)
H (0.962, 2.006, -0.475)
H (1.365, 0.348, -0.476)
H (3.496, 0.786, -1.691)
H (3.442, 2.506, -1.365)
H (2.296, 1.717, -2.499)
C (-1.140, -3.602, -0.603)
C (-1.153, -2.262, -1.363)
N (-2.285, -1.393, -1.018)
C (-2.304, -0.189, -1.849)
C (-2.518, -0.402, -3.360)
C (-3.573, -2.089, -1.022)
C (-4.765, -1.159, -0.772)
H (-1.964, -4.253, -0.901)
H (-1.268, -3.408, 0.460)
H (-0.250, -4.132, -0.935)
H (-0.231, -1.744, -1.088)
H (-1.110, -2.442, -2.444)
H (-3.128, 0.446, -1.525)
H (-1.411, 0.439, -1.799)
H (-3.284, -1.133, -3.621)
H (-2.854, 0.547, -3.781)
H (-1.592, -0.676, -3.865)
H (-3.685, -2.929, -0.344)
H (-3.769, -2.476, -2.031)
H (-5.112, -0.640, -1.669)
H (-4.671, -0.454, 0.056)
H (-5.667, -1.742, -0.552)

***

Here is C12H32LiO16PS4 as an isolated structure from OMol25. Energies are from ωB97M-V with the def2-TZVPD basis set.

Results
relative energy (zero: lowest compared OMol25 entry of this formula, charge and spin)	108.4	kcal per mole
E	-3621.818049	Eh
total charge	-2
largest force on an atom	0.1239	Eh/bohr

Cartesian coordinates (Å):
Li (1.499, -0.413, 1.148)
P (3.578, -1.558, 1.566)
O (3.321, -0.046, 1.572)
O (4.527, -2.161, 0.621)
O (2.246, -2.151, 1.370)
O (3.982, -1.923, 2.979)
O (0.723, 0.916, 2.534)
S (1.240, 2.067, 3.257)
O (2.671, 2.155, 3.601)
O (0.767, 3.527, 2.563)
C (-0.493, 3.629, 1.936)
C (-0.338, 3.251, 0.442)
C (0.259, 2.132, 4.826)
H (-0.918, 4.632, 1.986)
H (-1.210, 2.936, 2.376)
H (-1.098, 3.764, -0.147)
H (-0.527, 2.178, 0.489)
H (0.585, 3.510, -0.076)
H (0.338, 3.163, 5.171)
H (0.841, 1.481, 5.479)
H (-0.796, 1.892, 4.695)
O (-0.550, 1.399, -2.547)
S (-0.800, 0.094, -1.861)
O (0.228, -0.499, -1.083)
O (-2.132, 0.331, -0.896)
C (-3.160, 1.035, -1.413)
C (-4.412, 0.090, -1.643)
C (-1.474, -1.075, -3.094)
H (-2.985, 1.443, -2.408)
H (-3.476, 1.881, -0.803)
H (-4.291, -0.890, -2.105)
H (-5.166, 0.550, -2.281)
H (-4.989, -0.174, -0.757)
H (-0.613, -1.367, -3.695)
H (-2.191, -0.537, -3.713)
H (-1.851, -1.869, -2.450)
O (-1.833, -3.491, 0.633)
S (-1.515, -2.661, 1.812)
O (-0.422, -1.741, 1.808)
O (-2.980, -1.880, 2.038)
C (-2.891, -0.663, 2.771)
C (-4.287, -0.115, 3.021)
C (-1.512, -3.743, 3.372)
H (-2.440, 0.147, 2.199)
H (-2.350, -0.827, 3.703)
H (-4.772, 0.142, 2.079)
H (-4.279, 0.833, 3.561)
H (-4.937, -0.823, 3.536)
H (-0.481, -3.835, 3.714)
H (-1.919, -4.730, 3.154)
H (-2.118, -3.188, 4.088)
O (2.604, -2.669, -2.318)
S (3.674, -1.849, -2.792)
O (5.084, -2.224, -2.755)
O (3.303, -1.385, -4.343)
C (4.182, -0.533, -5.087)
C (3.431, 0.542, -5.845)
C (3.475, -0.123, -2.026)
H (4.784, -1.147, -5.757)
H (4.876, -0.109, -4.362)
H (4.036, 0.938, -6.661)
H (3.148, 1.366, -5.189)
H (2.628, 0.003, -6.346)
H (2.498, 0.111, -2.448)
H (4.321, 0.528, -2.246)
H (3.357, -0.266, -0.952)